Record 1
The following is a DFT calculation (wB97M-V/def2-TZVPD) of a structure of composition C39H35CdClN2Si2 at a distorted geometry.

The geometry in XYZ format:
```
80
Properties=species:S:1:pos:R:3:mulliken_charge:R:1
C -1.80 -0.57 4.12 -0.59
C -2.11 -0.05 2.85 -1.52
C -1.64 -0.97 1.85 -0.46
H -2.63 0.88 2.64 0.43
C -1.03 -2.06 2.57 0.05
C -1.12 -1.80 3.95 -1.04
H -0.79 -2.46 4.75 0.49
H -2.04 -0.11 5.08 0.52
H -1.98 -0.99 0.81 0.95
H -0.65 -2.99 2.13 0.60
Cd 0.64 -0.54 1.35 1.91
Si 2.53 3.84 -1.52 -0.49
C 0.70 4.06 -1.44 0.41
C 0.07 5.14 -2.09 -0.58
H 0.67 5.87 -2.64 0.32
C -1.32 5.29 -1.99 -0.51
H -1.80 6.14 -2.47 0.36
C -2.09 4.35 -1.31 -0.86
H -3.18 4.44 -1.29 0.37
C -1.47 3.25 -0.70 -0.34
H -2.08 2.49 -0.20 0.43
C -0.09 3.11 -0.76 0.05
H 0.40 2.24 -0.29 0.47
C -0.81 -1.94 -1.08 1.23
C -2.14 -1.89 -1.55 -0.57
H -2.46 -1.04 -2.15 0.17
C -3.04 -2.90 -1.21 -0.67
H -4.07 -2.84 -1.56 0.46
C -2.60 -4.02 -0.50 -0.54
H -3.30 -4.81 -0.23 0.38
C -1.25 -4.14 -0.15 -0.66
H -0.89 -5.03 0.37 0.44
C -0.36 -3.12 -0.44 -0.46
H 0.70 -3.23 -0.19 0.22
H 2.66 2.55 -2.27 -0.12
Si 0.49 -0.73 -1.74 -0.56
C 0.94 -1.85 -3.24 0.84
C 0.22 -1.72 -4.44 0.03
H -0.39 -0.84 -4.63 0.25
C 0.26 -2.71 -5.43 -0.77
H -0.30 -2.57 -6.35 0.42
C 1.00 -3.87 -5.21 -0.52
H 1.01 -4.66 -5.96 0.36
C 1.72 -4.02 -4.02 -0.67
H 2.27 -4.94 -3.83 0.38
C 1.72 -3.00 -3.05 -0.49
H 2.30 -3.11 -2.14 0.37
C -0.03 0.76 -2.81 2.13
C -1.35 1.20 -3.01 0.22
H -2.15 0.87 -2.35 0.15
C -1.67 2.11 -4.02 -1.22
H -2.70 2.41 -4.18 0.37
C -0.66 2.66 -4.81 -0.56
H -0.90 3.41 -5.57 0.37
C 0.66 2.24 -4.63 -0.92
H 1.46 2.68 -5.23 0.42
C 0.95 1.26 -3.69 -0.62
H 1.97 0.87 -3.64 0.35
H 2.78 3.49 -0.17 -0.29
Cl 2.27 -0.22 -0.61 -0.38
C -0.24 3.21 3.90 -0.70
C 0.18 2.88 5.19 -0.76
C 0.90 1.70 5.35 -0.54
C 1.21 0.89 4.24 0.54
N 0.79 1.22 2.99 -0.16
C 0.07 2.35 2.84 -0.30
C 1.87 -0.41 4.40 0.64
C 2.37 -0.83 5.64 -0.79
C 2.91 -2.11 5.79 -0.56
C 2.90 -2.96 4.68 -0.75
C 2.36 -2.50 3.48 -0.26
N 1.90 -1.23 3.31 -0.07
H -0.83 4.11 3.70 0.48
H -0.04 3.51 6.04 0.43
H 1.21 1.37 6.34 0.27
H -0.29 2.57 1.83 0.47
H 2.34 -0.14 6.49 0.30
H 3.32 -2.42 6.75 0.44
H 3.30 -3.96 4.74 0.42
H 2.29 -3.16 2.61 0.37
```

For the highest occupied orbital energy, the calculation gives -4.1 eV. The energy relative to the best compared isomer or geometry (same formula, charge and spin) is 22.9 kcal per mole.


Record 2
The following is a DFT calculation (wB97M-V/def2-TZVPD) of a structure of composition C39H35ClLuN2Si2 at a distorted geometry.

The geometry in XYZ format:
```
80
Properties=species:S:1:pos:R:3:mulliken_charge:R:1
C -1.62 -2.21 3.78 -0.40
C -2.40 -1.63 2.74 -0.55
C -2.48 -2.57 1.67 -0.80
H -2.94 -0.69 2.80 0.69
C -1.74 -3.73 2.05 -0.70
C -1.21 -3.50 3.35 -0.44
H -0.66 -4.23 3.95 0.56
H -1.45 -1.79 4.77 0.49
H -3.07 -2.44 0.76 0.51
H -1.66 -4.65 1.47 0.47
Lu -0.02 -1.90 1.85 1.24
Si 1.04 2.98 -0.09 0.07
C -0.12 4.08 -1.04 0.54
C 0.19 4.50 -2.34 -0.42
H 1.16 4.24 -2.77 0.36
C -0.73 5.23 -3.08 -0.54
H -0.49 5.54 -4.10 0.42
C -1.99 5.54 -2.55 -0.52
H -2.71 6.10 -3.14 0.40
C -2.30 5.13 -1.25 -0.62
H -3.28 5.36 -0.82 0.41
C -1.37 4.42 -0.49 -0.14
H -1.61 4.13 0.54 0.29
C 0.47 1.22 -0.35 1.04
C -0.88 0.90 -0.28 -1.32
H -1.61 1.67 -0.04 0.67
C -1.32 -0.41 -0.60 -1.55
H -2.38 -0.60 -0.78 0.68
C -0.44 -1.54 -0.35 1.10
H -0.77 -2.59 -0.37 1.44
C 1.00 -1.19 -0.28 -0.93
H 1.77 -1.96 -0.21 0.82
C 1.34 0.15 -0.71 -1.44
H 2.37 0.38 -1.01 0.78
H 0.88 3.31 1.33 -0.13
Si 0.13 -0.92 -1.93 -0.50
C 0.43 -2.42 -3.04 0.64
C -0.30 -2.56 -4.23 -0.27
H -1.05 -1.81 -4.49 0.35
C -0.06 -3.64 -5.08 -0.74
H -0.63 -3.74 -6.01 0.41
C 0.91 -4.60 -4.75 -0.49
H 1.11 -5.43 -5.43 0.39
C 1.61 -4.48 -3.55 -0.88
H 2.36 -5.22 -3.28 0.42
C 1.37 -3.40 -2.69 -0.09
H 1.91 -3.34 -1.75 0.12
C -0.21 0.41 -3.28 0.21
C -1.46 1.00 -3.48 0.10
H -2.33 0.71 -2.89 0.37
C -1.62 1.99 -4.46 -0.81
H -2.60 2.45 -4.61 0.45
C -0.53 2.39 -5.24 -0.52
H -0.65 3.15 -6.01 0.44
C 0.73 1.82 -5.01 -0.83
H 1.59 2.14 -5.60 0.42
C 0.89 0.84 -4.03 -0.16
H 1.88 0.40 -3.86 0.37
H 2.36 3.30 -0.43 -0.21
Cl 1.24 -3.94 1.12 -0.47
C -0.89 2.47 3.44 -1.17
C 0.14 2.73 4.35 -0.77
C 1.04 1.71 4.64 -0.82
C 0.91 0.46 4.02 0.69
N -0.03 0.25 3.04 0.55
C -0.95 1.22 2.83 -0.12
C 1.68 -0.72 4.46 0.67
C 2.48 -0.72 5.62 -1.04
C 3.07 -1.90 6.06 -0.44
C 2.84 -3.08 5.35 -0.95
C 2.06 -3.02 4.20 -0.07
N 1.49 -1.88 3.75 -0.04
H -1.63 3.22 3.17 0.39
H 0.24 3.71 4.82 0.44
H 1.85 1.84 5.36 0.45
H -1.77 0.98 2.15 0.43
H 2.60 0.22 6.15 0.31
H 3.69 -1.90 6.96 0.45
H 3.25 -4.04 5.65 0.42
H 1.87 -3.91 3.59 0.43
```

For the highest occupied orbital energy (spin up / spin down), the calculation gives -9.7 / -9.5 eV. The energy relative to the best compared isomer or geometry (same formula, charge and spin) is 50.2 kcal per mole. As for the net charge: +1.


Record 3
The following is a DFT calculation (wB97M-V/def2-TZVPD) of a structure of composition C39H35N7O4S4Ti.

The geometry in XYZ format:
```
90
Properties=species:S:1:pos:R:3:lowdin_spin:R:1
Ti -0.46 0.29 0.95 0.09
C 0.95 2.32 4.57 0.00
O -0.36 2.13 5.09 0.00
C -1.42 2.49 4.31 0.00
C -2.51 3.06 4.94 0.00
C -3.65 3.44 4.24 0.00
C -3.69 3.26 2.87 0.00
C -2.62 2.65 2.21 0.00
C -2.63 2.54 0.77 0.00
N -1.83 1.77 0.13 0.00
N -1.79 1.95 -1.24 0.00
C -0.72 1.37 -1.68 0.00
O 0.10 0.73 -0.89 0.00
C -0.36 1.46 -3.11 0.00
C 0.58 0.57 -3.64 0.00
C 0.90 0.62 -4.98 0.00
C 0.29 1.55 -5.81 0.00
C -0.64 2.44 -5.29 0.00
C -0.98 2.39 -3.95 0.00
C -1.47 2.24 2.91 0.00
O -0.45 1.68 2.31 0.00
H 1.60 2.43 5.45 0.00
H 1.00 3.23 3.97 0.00
H 1.28 1.48 3.97 0.00
H -2.44 3.20 6.02 0.00
H -4.48 3.89 4.76 0.00
H -4.56 3.57 2.30 0.00
H -3.29 3.18 0.19 0.00
H 1.02 -0.17 -2.99 0.00
H 1.60 -0.10 -5.39 0.00
H 0.54 1.58 -6.86 0.00
H -1.12 3.16 -5.93 0.00
H -1.72 3.06 -3.53 0.00
S 0.28 -2.01 0.18 0.00
C -0.04 -2.22 -1.55 0.00
S -1.52 -1.86 -2.23 0.00
C 1.04 -2.74 -2.30 0.00
C 2.29 -3.04 -1.72 0.00
N 3.32 -3.28 -1.24 0.00
C 0.94 -2.98 -3.70 0.00
N 0.92 -3.18 -4.84 0.00
S -2.65 -0.66 1.17 0.06
C -2.41 -2.17 1.96 0.22
N -3.28 -3.18 1.71 0.15
C -3.39 -4.23 2.71 0.01
C -2.01 -4.68 3.13 0.01
N -1.22 -3.54 3.54 0.11
C -0.08 -3.86 4.39 0.01
C 0.89 -4.82 3.73 0.01
C 1.20 -6.04 4.32 0.00
C 2.07 -6.92 3.69 0.00
C 2.64 -6.59 2.47 0.00
C 2.33 -5.37 1.87 0.00
C 1.46 -4.49 2.50 0.00
C -1.34 -2.35 2.89 0.17
S -0.23 -1.08 3.12 0.09
C -3.89 -3.39 0.40 0.01
C -3.47 -4.72 -0.19 0.01
C -4.41 -5.68 -0.53 0.00
C -4.01 -6.90 -1.08 0.00
C -2.66 -7.15 -1.28 0.00
C -1.72 -6.19 -0.94 0.00
C -2.12 -4.98 -0.40 0.00
H -3.94 -5.06 2.29 0.00
H -3.94 -3.85 3.58 0.00
H -1.52 -5.21 2.31 0.00
H -2.09 -5.37 3.98 0.00
H -0.46 -4.31 5.32 0.00
H 0.42 -2.93 4.65 0.00
H 0.75 -6.31 5.27 0.00
H 2.31 -7.87 4.15 0.00
H 3.32 -7.27 1.98 0.00
H 2.76 -5.09 0.92 0.00
H 1.22 -3.55 2.03 0.00
H -3.55 -2.58 -0.26 0.00
H -4.98 -3.34 0.47 0.00
H -5.46 -5.48 -0.38 0.00
H -4.75 -7.64 -1.34 0.00
H -2.35 -8.10 -1.70 0.00
H -0.67 -6.38 -1.11 0.00
H -1.39 -4.22 -0.15 0.00
C 2.74 1.93 -0.31 0.00
C 2.46 0.61 0.35 0.00
N 3.15 -0.45 -0.04 0.00
O 1.63 0.52 1.28 0.00
H 3.76 2.25 -0.08 0.00
H 2.04 2.67 0.06 0.00
H 2.64 1.83 -1.39 0.00
H 3.74 -0.42 -0.85 0.00
H 2.82 -1.37 0.25 0.00
```

For the highest occupied orbital energy (spin up / spin down), the calculation gives -4.2 / -4.5 eV. The expectation value of S² is 0.76. The energy relative to the best compared isomer or geometry (same formula, charge and spin) is 4.2 kcal per mole. As for the net charge: -1. The spin multiplicity is 2.